{
  "formula": "C49H46CrN2O3P2S2Si",
  "method": "the ωB97M-V functional and the def2-TZVPD basis",
  "species": ["Cr", "C", "Si", "C", "C", "C", "C", "C", "C", "P", "C", "C", "C", "C", "C", "C", "C", "C", "C", "C", "C", "C", "C", "C", "C", "C", "C", "C", "P", "C", "C", "C", "C", "C", "C", "C", "C", "C", "C", "C", "C", "H", "H", "H", "H", "H", "H", "H", "H", "H", "H", "H", "H", "H", "H", "H", "H", "H", "H", "H", "H", "H", "H", "H", "H", "H", "H", "H", "H", "H", "H", "H", "O", "C", "C", "C", "C", "C", "C", "C", "O", "N", "N", "C", "S", "C", "C", "S", "H", "H", "H", "H", "H", "H", "H", "H", "H", "C", "C", "O", "H", "H", "H", "H", "H", "H"],
  "xyz": [[-0.50, -0.17, -0.77], [-1.52, 3.32, -1.50], [-0.26, 2.30, -0.46], [-0.40, 2.76, 1.35], [-0.54, 4.14, 1.60], [-0.09, 4.69, 2.81], [0.40, 3.83, 3.80], [0.42, 2.46, 3.61], [-0.06, 1.88, 2.41], [-0.35, 0.08, 2.18], [1.04, -0.78, 3.33], [0.72, -0.60, 4.77], [1.50, -1.06, 5.79], [2.73, -1.75, 5.76], [3.45, -2.08, 4.65], [2.98, -1.83, 3.29], [-1.80, -0.24, 3.22], [-2.07, -1.58, 3.61], [-3.04, -1.83, 4.58], [-3.72, -0.77, 5.19], [-3.49, 0.54, 4.75], [-2.59, 0.81, 3.71], [1.46, 2.81, -1.01], [1.75, 4.18, -0.99], [3.07, 4.64, -1.06], [4.08, 3.69, -1.14], [3.82, 2.33, -1.15], [2.51, 1.87, -1.10], [2.03, 0.09, -1.05], [2.22, -0.73, 0.55], [1.80, -2.14, 0.59], [1.29, -2.77, 1.70], [1.47, -2.25, 3.08], [2.50, -0.38, 3.00], [2.69, 0.03, 1.58], [3.37, -0.72, -2.02], [3.56, -0.43, -3.38], [4.75, -0.79, -4.01], [5.79, -1.41, -3.30], [5.60, -1.65, -1.94], [4.40, -1.36, -1.31], [-1.40, 4.37, -1.29], [-2.54, 3.02, -1.27], [-1.36, 3.18, -2.58], [-1.01, 4.78, 0.86], [-0.11, 5.77, 2.99], [0.75, 4.22, 4.75], [0.77, 1.79, 4.39], [-0.16, -0.04, 5.10], [1.13, -0.85, 6.80], [3.17, -2.01, 6.74], [4.40, -2.61, 4.79], [3.68, -2.26, 2.56], [-1.49, -2.38, 3.14], [-3.25, -2.86, 4.88], [-4.44, -0.95, 5.99], [-3.96, 1.38, 5.26], [-2.51, 1.81, 3.25], [0.91, 4.87, -0.87], [3.28, 5.70, -1.04], [5.14, 4.00, -1.17], [4.63, 1.60, -1.20], [1.82, -2.68, -0.35], [0.76, -3.73, 1.56], [1.10, -2.98, 3.80], [2.92, 0.37, 3.68], [3.13, 0.98, 1.31], [2.75, 0.04, -3.95], [4.87, -0.59, -5.07], [6.73, -1.69, -3.81], [6.42, -2.11, -1.36], [4.26, -1.66, -0.26], [-4.40, 0.02, -4.76], [-3.27, 0.02, -5.50], [-3.39, 0.02, -6.92], [-2.25, 0.01, -7.72], [-0.98, 0.06, -7.14], [-0.85, 0.05, -5.77], [-1.99, -0.02, -4.94], [-1.75, 0.00, -3.47], [-0.55, -0.05, -3.01], [-2.82, 0.02, -2.71], [-2.61, -0.17, -1.37], [-3.72, -0.31, -0.66], [-5.37, -0.14, -1.30], [-6.38, -0.39, 0.21], [-5.48, -0.29, 1.44], [-3.77, -0.73, 1.03], [-4.05, 0.00, -3.81], [-4.39, 0.01, -7.38], [-2.34, -0.03, -8.82], [-0.06, 0.08, -7.74], [0.12, 0.07, -5.25], [-6.84, -1.38, 0.14], [-7.15, 0.37, 0.17], [-5.77, -0.98, 2.24], [-5.48, 0.70, 1.89], [-0.31, -4.69, -2.64], [-0.76, -3.24, -2.59], [-0.75, -2.69, -1.22], [-0.27, -5.08, -3.64], [-0.97, -5.31, -2.05], [0.68, -4.79, -2.18], [-1.78, -3.14, -2.98], [-0.09, -2.59, -3.16], [-1.57, -3.01, -0.78]],
  "mulliken_charge": [-0.531, -1.474, 2.359, 0.185, -0.764, -0.912, -0.763, -0.757, 0.545, 1.500, 1.290, -1.103, -1.030, -0.811, -1.203, 0.485, -0.154, 0.236, -0.961, -0.707, -0.842, -0.217, 0.193, -0.452, -0.903, -0.752, -0.552, -0.508, 2.019, -0.253, -0.258, -2.183, 0.182, -0.171, -1.379, 0.445, -0.493, -0.605, -0.594, -0.726, -0.023, 0.508, 0.355, 0.362, 0.517, 0.412, 0.450, 0.431, 0.534, 0.426, 0.377, 0.403, 0.337, 0.380, 0.444, 0.412, 0.419, 0.471, 0.371, 0.439, 0.396, 0.515, 0.775, 0.444, 0.680, 0.621, 0.576, 0.451, 0.435, 0.384, 0.424, 0.150, -0.703, 0.526, -0.713, -0.338, -0.795, -0.410, -0.108, 0.414, -0.265, -0.743, 1.455, -1.043, -0.109, -0.647, -0.663, 0.338, 0.734, 0.405, 0.355, 0.372, 0.280, 0.328, 0.394, 0.466, 0.331, -1.379, -0.121, -0.267, 0.438, 0.332, 0.293, 0.384, 0.105, 0.098],
  "max_force_ev_per_a": 3.15,
  "gap_ev": [6.77, 7.22],
  "charge": 1,
  "e_homo_ev": [-9.82, -9.83],
  "s2": 4.057,
  "spin_multiplicity": 4
}